Entry from the Open Molecules 2025 dataset: a structure of composition C41H44B2F4N7O7S2SnTe (ωB97M-V/def2-TZVPD).

Structure (ORCA input):
```
! RIJCOSX wB97M-V def2-TZVPD def2/J DEFGRID3
* xyz 0 2
Sn -0.356 -1.992 1.620
C -5.069 -1.556 1.617
C -3.623 -1.840 1.853
N -2.679 -1.352 1.147
O -3.051 -0.632 0.024
B -2.762 -1.497 -1.185
F -3.455 -0.993 -2.258
F -3.087 -2.824 -0.923
O -1.272 -1.359 -1.437
N -0.552 -2.287 -0.710
C -0.335 -3.426 -1.250
C -0.630 -3.759 -2.672
C 0.177 -4.481 -0.334
N -0.192 -4.286 0.872
O 0.144 -5.192 1.793
B -0.850 -5.439 2.920
F -1.820 -6.309 2.424
F -0.117 -5.963 3.956
O -1.556 -4.231 3.490
N -2.125 -3.409 2.591
C -3.177 -2.768 2.931
C -3.909 -2.922 4.223
C 0.907 -5.696 -0.801
H -5.263 -1.553 0.546
H -5.321 -0.564 1.998
H -5.701 -2.296 2.103
H -1.133 -2.929 -3.158
H -1.265 -4.644 -2.721
H 0.301 -3.980 -3.198
H -3.249 -3.389 4.950
H -4.782 -3.566 4.099
H -4.245 -1.952 4.594
H 1.484 -5.493 -1.702
H 0.205 -6.507 -1.007
H 1.567 -6.035 -0.005
O 5.210 0.680 2.289
C 5.394 -0.126 1.227
C 6.646 -0.032 0.612
C 6.958 -0.814 -0.476
C 6.035 -1.730 -0.987
C 4.808 -1.843 -0.378
C 4.460 -1.052 0.726
C 3.157 -1.343 1.342
O 2.546 -2.371 1.199
N 2.632 -0.287 2.179
N 1.668 -0.547 3.068
C 0.893 0.671 3.110
S -0.787 0.407 3.746
C -0.506 1.017 5.440
C 0.988 1.031 5.696
S 1.743 1.835 4.266
H 4.321 0.565 2.661
H 7.358 0.669 1.028
H 7.936 -0.724 -0.932
H 6.285 -2.348 -1.837
H 4.072 -2.551 -0.736
H -1.032 0.351 6.124
H -0.923 2.020 5.505
H 1.386 0.022 5.792
H 1.241 1.615 6.579
C -3.779 1.553 -6.246
C -3.091 1.436 -4.913
C -1.828 0.883 -4.799
C -1.181 0.757 -3.572
C 0.198 0.158 -3.571
C -1.844 1.208 -2.433
Te -1.000 1.515 -0.460
N 0.181 0.376 0.702
C 0.970 1.192 1.604
O 2.388 0.874 1.404
C 0.892 2.717 1.555
C -0.256 3.369 2.004
C -0.316 4.755 2.021
C 0.770 5.508 1.599
C 1.919 4.866 1.159
C 1.980 3.481 1.138
C 0.479 2.717 -1.447
C -0.019 3.986 -1.753
C 0.777 4.949 -2.342
C 2.093 4.638 -2.650
C 2.577 3.370 -2.384
C 1.796 2.380 -1.781
C 2.457 1.039 -1.561
C -3.129 1.768 -2.503
C -3.942 2.217 -1.304
C -3.719 1.877 -3.754
H -3.219 1.034 -7.023
H -3.877 2.600 -6.539
H -4.782 1.127 -6.202
H -1.318 0.522 -5.686
H 0.232 -0.702 -4.242
H 0.486 -0.169 -2.581
H 0.923 0.892 -3.930
H -1.090 2.791 2.379
H -1.210 5.249 2.380
H 0.722 6.589 1.622
H 2.774 5.443 0.830
H 2.880 2.987 0.801
H -1.052 4.225 -1.516
H 0.379 5.935 -2.547
H 2.738 5.380 -3.105
H 3.601 3.121 -2.644
H 2.836 0.655 -2.511
H 1.790 0.306 -1.118
H 3.309 1.147 -0.889
H -4.007 1.423 -0.557
H -4.953 2.463 -1.625
H -3.522 3.100 -0.822
H -4.716 2.301 -3.821
*
```

- <S²>: 0.757
- HOMO (spin up / spin down): -7.427 / -8.052 eV
- E_LUMO (spin up / spin down): -0.171 / -0.947 eV
- Energy above the lowest of the compared OMol25 structures with the same formula, charge and spin: 0.131 eV
- Gap between HOMO and LUMO (spin up / spin down): 0.2667 / 0.2611 Ha

Atomic partial charges in e from the Löwdin method, atoms 1 to 4:
1. Sn 1.451
2. C 0.027
3. C -0.238
4. N -0.022

---

Entry from the Open Molecules 2025 dataset: a structure of composition C23H40F2GeN2P2Pd (ωB97M-V/def2-TZVPD).

Structure (ORCA input):
```
! RIJCOSX wB97M-V def2-TZVPD def2/J DEFGRID3
* xyz 0 1
Pd 0.200 -1.116 -0.469
C -3.341 -1.493 0.677
P -1.756 -0.605 0.725
C -1.354 -0.621 2.530
N -2.294 -0.416 3.413
C -1.901 -0.280 4.714
C -2.881 -0.050 5.713
C -2.495 0.137 7.006
C -1.120 0.104 7.362
C -0.164 -0.124 6.419
C -0.546 -0.328 5.067
N 0.416 -0.611 4.142
C 0.021 -0.782 2.909
P 1.192 -1.384 1.617
C 2.770 -0.665 2.143
C 1.258 -3.199 2.055
C -0.172 -3.749 2.014
C 2.095 -3.935 1.006
C 1.868 -3.445 3.435
C -2.175 1.189 0.466
C -3.417 1.638 1.234
C -2.417 1.373 -1.032
C -0.963 2.023 0.888
H -4.006 -1.151 1.468
H -3.153 -2.560 0.795
H -3.807 -1.338 -0.297
H -3.919 -0.023 5.409
H -3.234 0.318 7.775
H -0.840 0.257 8.396
H 0.890 -0.163 6.659
H 2.941 -0.821 3.207
H 2.750 0.404 1.933
H 3.567 -1.108 1.547
H -0.636 -3.583 1.039
H -0.808 -3.309 2.786
H -0.140 -4.826 2.196
H 1.667 -3.842 0.008
H 2.127 -4.994 1.275
H 3.119 -3.566 0.962
H 1.349 -2.910 4.230
H 2.921 -3.162 3.465
H 1.811 -4.515 3.654
H -4.318 1.147 0.865
H -3.549 2.713 1.082
H -3.339 1.453 2.304
H -3.208 0.718 -1.403
H -1.517 1.170 -1.610
H -2.728 2.405 -1.218
H -0.794 1.988 1.966
H -1.141 3.067 0.618
H -0.053 1.695 0.378
F 2.498 0.240 -1.329
C 1.989 -1.042 -1.456
F 3.002 -1.857 -0.937
H 1.981 -1.267 -2.528
C 0.261 -1.247 -5.384
Ge -0.543 -0.271 -3.884
C 0.503 1.366 -3.622
C -2.332 0.286 -4.482
C -0.664 -1.460 -2.340
H 0.306 -0.630 -6.282
H -0.319 -2.143 -5.608
H 1.276 -1.558 -5.131
H 0.313 2.035 -4.463
H 1.571 1.160 -3.581
H 0.235 1.878 -2.698
H -2.251 0.781 -5.451
H -2.798 0.984 -3.787
H -2.990 -0.576 -4.597
H -0.146 -2.381 -2.637
H -1.723 -1.725 -2.237
*
```

- HOMO: -7.958 eV
- E_LUMO: -0.852 eV
- Energy above the lowest of the compared OMol25 structures with the same formula, charge and spin: 0.000 eV
- Gap between HOMO and LUMO: 0.2612 Ha

Atomic partial charges in e from the Löwdin method, atoms 1 to 4:
1. Pd 0.499
2. C -0.230
3. P 0.935
4. C -0.397